ORCA calculation (wB97M-V/def2-TZVPD) on a molecular structure, C65H171N15O25.

Geometry as ORCA input:
```
! wB97M-V def2-TZVPD RIJCOSX def2/J DEFGRID3
* xyz 0 1
C -6.07846 -1.80541 -5.58656
H 1.76548 1.25576 -7.65925
H 6.50503 1.15285 1.40244
H -0.61112 -1.07479 1.04415
H -4.33602 10.24789 4.77044
N -3.11751 6.60767 1.75787
H 0.31190 -1.31075 4.79725
H -1.56529 1.42361 -3.76016
H -1.94289 7.12093 0.05403
C 2.66012 -7.76282 7.61561
C -8.62889 -4.48462 -6.53280
C 7.68881 -0.67441 -7.49658
O -3.76959 -7.12126 4.78756
C 2.53747 -2.83000 4.95756
H 1.86043 -0.39282 -7.62013
H -2.03700 -8.40491 4.93360
C 6.08975 1.13549 -7.98200
H 0.75789 3.58165 -2.69992
C 4.19538 -6.18853 4.61688
N -3.50703 4.61188 4.21397
C 1.31791 -6.78251 1.41175
H -2.59921 -8.80491 4.64990
N 5.50966 5.27160 -1.87918
H -2.97537 3.58149 2.05999
H 2.92745 1.56382 4.83186
H -2.50890 -2.17951 -3.63931
H -4.85549 2.83430 -5.35108
H 8.02886 5.10866 -0.71076
H -2.62025 -4.25393 3.45244
C -3.16107 5.43003 -0.41934
H 2.83615 -0.05968 -1.98200
O -2.73770 1.70962 -6.59817
C -5.45010 -6.47017 3.20602
C 3.36272 -7.23811 5.38876
H -4.89258 -8.46996 3.57553
C 2.27001 0.49542 -5.66328
C 0.38643 -1.07107 1.48356
C -4.16054 3.32884 -0.85550
H 2.32540 -7.19121 8.48013
H 3.45152 -2.23865 4.86211
H 2.31328 -8.14517 2.71647
H 4.69792 -1.13755 -1.09278
N -1.19359 5.07460 -3.86963
H -3.08835 0.90310 4.81607
H 5.98710 5.95471 0.09180
H -6.02475 -5.54328 0.83360
H -5.22353 3.47253 -0.65655
H 5.63640 0.42077 0.05378
O 6.63427 2.91645 -0.68716
N -3.17662 -0.09404 4.62465
C -4.00716 1.11511 -6.32885
H -5.63297 -3.02057 -3.80579
H -2.39007 -10.66304 4.98788
H -0.55218 -3.03668 3.33385
N -7.35104 -2.51092 -5.68381
C 6.18817 6.15931 -0.96192
N 3.49369 -4.97703 4.19317
C 1.29048 5.53751 3.53952
H -2.72666 1.27493 -2.36076
O -3.36081 4.11673 0.00166
H 3.15044 5.43725 2.62100
H -6.38283 -6.79927 2.74284
C -3.06722 -8.18683 5.41941
H -3.33212 -2.36787 2.37073
O 0.20726 -4.02278 5.12894
C -4.60749 1.79391 -5.13288
H 3.79906 3.54202 -5.70457
C -5.07685 -5.17487 1.22496
C 0.42760 2.56434 -2.49548
H 2.84372 1.28136 -5.17660
C -7.28019 -3.81592 -6.28526
H -3.92112 3.50889 -1.90796
C -3.40838 -1.85099 -3.11493
C 1.29793 -7.99747 2.33244
H 1.14031 -8.87946 1.70499
H -4.14033 1.73163 -4.15531
H 4.56094 2.61129 -0.45160
H 2.58966 4.77879 -5.81816
H -11.06640 -3.58738 -8.52504
H -3.96681 7.24545 4.07378
H 0.80176 -4.38854 0.68086
C 2.90000 -4.25735 5.35628
C -4.86080 9.74154 3.95648
H -2.69353 2.57724 -6.15599
H 3.19949 2.93819 5.93292
C 1.71417 -4.49771 1.27423
H -5.30184 -4.25632 1.78993
H 0.69993 6.33033 4.00092
H 2.25297 -6.82111 0.83942
H 3.65478 -0.68946 0.38713
H -1.59385 6.82818 3.28124
C 7.71260 6.08499 -1.08593
C 1.10669 -1.04063 5.50118
H 3.64005 9.99369 0.08717
H -6.33898 -0.79108 -5.28169
H -3.56810 4.92495 5.16976
C -1.02257 -8.59092 5.29032
C 1.03222 2.60176 1.20662
H 5.45764 3.30782 0.93853
C -2.30912 6.23226 0.57937
H 2.51199 -2.05837 -6.62999
H 3.52518 -4.39364 6.23516
O 1.57522 -5.58063 2.15994
H 0.68747 1.85140 -3.27925
H 1.00955 -9.03756 4.81111
H -6.65393 -4.52625 -5.73865
N 0.65811 3.06757 -0.12969
H -0.72839 -7.69172 5.83389
C 2.94730 7.73774 1.04677
H 1.91276 -8.48356 7.27471
O 2.58592 -2.02097 -2.46480
H 0.45480 3.30633 1.81386
N -1.68389 6.13102 -5.83220
H -0.52877 5.80886 -3.69754
C 4.08247 5.62113 -1.93587
H -9.26769 -4.49423 -5.64373
H 2.76954 -1.58773 -3.30689
C -1.70396 -4.69880 3.84589
H -3.63237 5.17978 3.38973
H -3.82213 -8.72160 6.00151
H -0.86521 -11.54784 5.24480
H 0.54849 -1.24975 2.55163
H 1.71590 6.00564 0.90054
H -5.63793 9.07234 4.33379
H -3.57991 -5.87539 2.41477
H 5.00051 -5.88352 5.29014
H 4.36803 2.40117 -8.08665
H -11.16042 -3.93560 -6.85706
C -1.70148 1.45382 -2.67514
H 0.47021 -6.63103 0.74205
H 1.92577 -4.70002 5.58812
H 3.56705 3.59835 -2.57202
N 3.73011 0.40384 -7.70162
C 2.48480 2.46085 5.26007
H 6.12822 1.05647 -9.07106
H -2.19671 6.18768 -6.69290
C 9.56298 6.29240 -2.50075
C -4.05033 -4.74861 0.20795
H -4.36918 -3.01571 -5.06654
O -2.71778 2.71909 5.14004
C -1.59431 -10.87731 5.70651
H -1.80111 8.23154 2.19855
C 0.45804 1.29220 1.70622
H -0.15558 -9.86872 3.75636
H 2.27415 4.83399 -2.80216
O -2.59524 4.10859 -5.35679
H 0.95353 -3.43175 5.27908
H -5.67132 -5.51565 3.69995
H -3.77898 7.31065 1.43782
H 3.12234 8.61051 1.68712
H 1.73377 -0.31541 4.97704
H -5.72851 -7.59902 4.94878
O 2.65554 -0.74721 -5.05896
H -5.38559 10.52986 3.41662
H 8.17066 -0.52343 -8.46313
H 3.85994 -2.35040 -0.20967
H 6.78702 1.91093 -7.65933
N -3.45225 -1.74396 3.14893
H 1.07064 7.35623 1.86918
C 2.63980 -1.00684 -1.47167
H -1.90145 -3.61197 -0.87115
H 2.59228 -4.51213 0.62377
H -2.44340 2.07028 2.70454
H 4.72202 1.68323 -6.43928
H -3.84734 0.05879 -6.08660
C -1.83386 5.02764 -5.05278
H -2.30159 -7.78299 6.07899
H 2.32672 4.99533 5.42202
H 0.43367 1.29790 2.79953
H -1.90619 -5.36337 4.68344
H -8.11438 -2.10056 -6.20746
H 8.13682 6.87056 -0.45459
C -2.99226 3.37833 4.12824
C -10.62555 -4.23294 -7.76482
H 1.60781 2.14650 5.83357
C 3.35040 4.63855 -2.84334
H -6.88211 -3.83563 -7.31306
H -1.17207 0.60155 -2.23243
O -1.01170 2.65022 -2.34445
H 7.62204 -1.74787 -7.32411
O 6.35903 -0.14888 -7.41028
O -4.49720 -1.32808 -3.88219
H -1.31147 -5.29900 3.02232
O -3.02757 -3.96040 0.81543
O 3.85000 4.74956 -4.15830
H 4.31471 -0.36725 -7.40245
H 2.53842 -2.77403 -5.01628
H -5.60512 1.34581 -5.04796
H 0.25850 -6.98458 3.70466
N 2.47171 6.13405 2.90404
H -1.42966 5.70036 0.94750
H -3.39219 -0.68291 5.40544
H 0.72178 4.49373 5.30690
H 2.94199 9.85682 -1.50386
H 1.21612 0.57796 -5.37311
C 3.79553 -1.30286 -0.50279
H 9.86859 6.46691 -3.53347
O 1.66263 -2.26810 5.92461
O 2.01441 3.29961 4.21013
H 2.48305 -7.53574 4.81166
C 0.07372 -8.92799 4.25757
H 5.86751 5.45213 -2.81168
H 0.74029 1.12572 -0.95372
H -1.44566 -5.09524 0.14262
C -5.12514 -2.40985 -4.55800
H 0.63249 4.99007 2.85982
H 4.06050 -8.05816 5.59804
C -2.31073 7.38914 2.67908
O 2.48555 8.27798 -0.17058
H 8.31443 -0.29244 -6.68802
H 2.16598 2.21514 -1.27759
O -9.29010 -3.79292 -7.57909
C 2.39855 0.47438 -7.23189
C 1.08270 2.14156 -1.16182
O 8.15185 6.35344 -2.42311
H -0.27464 3.43370 -0.23705
H -5.68706 -1.69247 -6.60367
H 4.19983 8.77621 -1.15804
H -1.05314 -3.46706 0.66731
C 2.14331 -1.95099 -5.60900
O -0.99469 -9.70678 6.20520
N -2.69236 3.04693 2.86159
H -4.11376 5.95191 -0.57305
C 1.62937 4.56859 4.69348
H 2.02409 -2.92319 3.99549
C 5.62038 1.24287 0.77001
H -4.54522 -4.19820 -0.60117
H 2.73468 -5.26637 3.57352
O 1.09997 0.10503 1.17703
H 2.06402 2.79942 1.49808
H 5.92926 7.21005 -1.14569
H 4.05084 6.56276 -2.49705
C 5.49524 2.58685 0.11391
C -4.97988 -7.54775 4.15319
H -3.71985 -2.51430 -2.30658
C 1.95817 6.75775 1.65803
H -3.92211 -2.09816 3.96126
O -3.96021 9.07618 3.09549
H -2.03633 -11.36671 6.57546
H 0.92702 -1.92748 1.06750
H 4.64761 -6.66545 3.74615
H 3.54444 -8.31192 7.95490
H 4.77038 1.12312 1.44564
H 9.94784 5.31033 -2.21766
H -3.85750 2.29466 -0.69401
H 1.05154 -1.99922 -5.58423
C 3.04480 4.07098 -5.11943
H 1.83381 -3.57176 1.83858
C -0.79917 -3.53449 4.27783
H -2.70075 8.33486 4.59847
N 0.14819 -7.87757 3.23111
O -2.44695 0.20330 2.49081
H 3.75962 5.69805 -0.89955
H 10.12449 7.05934 -1.95869
H 2.24069 3.46205 -4.70691
H 3.94444 7.28850 0.95032
H -0.59608 1.26837 1.41745
H -1.33990 -2.83319 4.92252
H -3.07874 -0.91801 -2.65055
H 1.68309 -0.91158 -0.95767
H -10.77003 -5.27812 -8.03857
H -2.67103 5.49343 -1.39827
C 4.67341 1.51952 -7.52175
H -4.52147 1.06704 -7.29328
H -3.67397 -5.60078 -0.36660
C -2.98363 -0.48372 3.36464
O 2.91838 -6.77718 6.63845
H -1.27179 4.32296 -3.19007
N -4.50536 -6.16026 2.12955
C 3.34983 9.27087 -0.67876
H 6.30887 3.55160 -1.35008
H 0.66170 -0.46420 6.31181
C -1.78576 -4.05895 0.11755
H -8.42697 -5.50339 -6.87718
H -1.11870 6.89529 -5.51150
C -3.27971 8.02275 3.72286
*
```

- HOMO energy: -7.62 eV

***

ORCA calculation (wB97M-V/def2-TZVPD) on C4H8N2O in the gas phase.

Geometry as ORCA input:
```
! wB97M-V def2-TZVPD RIJCOSX def2/J DEFGRID3
* xyz 0 1
C -1.86240 -0.31777 0.57168
N 2.19359 -0.33771 -0.89056
H -3.09491 -0.40930 -1.10596
O -0.72127 -0.30934 1.35005
H -1.35569 0.03112 -1.45820
C 0.35747 0.13698 0.60434
C 1.00283 -0.68406 -0.23976
H 2.38499 -0.90236 -1.70585
H 0.59568 -1.65914 -0.45500
H 1.83455 1.39290 1.17565
H 2.27458 0.65052 -1.08431
H -2.68012 -0.53200 1.25211
N 0.84487 1.40932 0.96968
H 0.32444 1.78788 1.74933
C -2.09863 -0.25707 -0.73319
*
```

- Energy above the lowest of the compared OMol25 structures with the same formula, charge and spin: 261.5 kJ/mol
- SMILES string: C=CO/C(N)=C/N
- HOMO energy: -7.37 eV

***

ORCA calculation (wB97M-V/def2-TZVPD) on 6 unconnected molecules or ions with the total composition CH13O6.

Geometry as ORCA input:
```
! wB97M-V def2-TZVPD RIJCOSX def2/J DEFGRID3
* xyz -1 1
O -0.85791 2.27777 0.28676
O 0.26032 -3.65168 -0.40727
H -1.91984 2.31527 -1.05313
H -0.58041 -3.33151 -0.02694
H -2.74933 1.35525 -1.89128
O -2.47547 2.27995 -1.87488
O 0.23700 -0.00566 0.17056
H -1.13792 -1.63526 2.33034
H 0.67747 -0.75788 -1.70456
H -0.43334 1.33643 0.40712
H -0.52381 -1.13672 0.95852
H -0.13226 2.87993 0.06322
H 0.65444 1.01464 -1.58696
C 0.92124 0.09625 -1.04592
O -0.96711 -1.91446 1.42866
H 1.60776 0.19852 1.20555
H 2.00711 0.03053 -0.91798
H 2.16031 1.06477 2.35077
O 2.45030 0.43562 1.68363
H 0.80145 -2.85177 -0.37624
*
```

- Energy above the lowest of the compared OMol25 structures with the same formula, charge and spin: 27.0 kJ/mol
- HOMO energy: -5.29 eV

***

no.,calculated total energy (eV),gap between HOMO and LUMO (eV)
1,-143696.583,7.92
2,-9303.683,8.38
3,-13534.850,9.02